{"formula": "C20H28N7O6", "method": "ωB97M-V/def2-TZVPD", "elements": ["O", "O", "O", "O", "N", "O", "O", "C", "C", "C", "C", "C", "C", "C", "C", "C", "C", "C", "C", "C", "C", "N", "N", "N", "N", "N", "N", "C", "C", "C", "C", "C", "C", "H", "H", "H", "H", "H", "H", "H", "H", "H", "H", "H", "H", "H", "H", "H", "H", "H", "H", "H", "H", "H", "H", "H", "H", "H", "H", "H", "H"], "coordinates": [[-6.35134, 0.48142, -3.13100], [-1.05341, 4.07172, -0.30699], [1.24825, -0.71213, 1.10591], [2.73129, -4.00925, -0.29009], [-0.66325, 7.86466, -2.20404], [-5.78476, -1.61042, -2.49250], [-0.71152, 6.74612, -1.31217], [-5.55852, -0.28049, -2.60140], [-1.63992, 4.39561, -1.33522], [2.16210, 0.01669, 0.72390], [2.71470, -2.81113, -0.53953], [-1.29801, 7.51925, -3.29168], [-1.78950, 6.17383, -3.16322], [-1.40153, 5.73276, -1.92463], [0.32328, -2.53563, 4.13528], [-2.18205, -0.04806, -0.88703], [-3.37855, -0.56552, -1.39043], [-1.87918, 1.30626, -1.05209], [-3.96630, 1.62822, -2.21124], [-4.29358, 0.26544, -2.06129], [-2.77032, 2.16554, -1.71532], [-0.24273, -2.00364, 3.09175], [-2.51303, 3.52102, -1.97737], [1.83642, -2.27650, -1.39602], [1.53326, -3.06846, 4.09407], [3.32886, -0.44702, 0.25159], [-0.35640, -2.51536, 5.24703], [1.99716, 1.51746, 0.77572], [0.80122, -3.01787, -2.12087], [2.34904, -3.28544, 2.87867], [3.49484, -2.27540, 2.77584], [4.32593, -2.39583, 1.48173], [3.73088, -1.87183, 0.14633], [-6.64844, -1.74954, -2.91156], [-1.43143, 8.15549, -4.16185], [-2.33897, 5.62896, -3.92151], [-1.47986, -0.69826, -0.37343], [-3.59688, -1.62269, -1.26149], [-0.93200, 1.67269, -0.67225], [-4.66524, 2.27885, -2.72976], [0.33048, -1.81838, 2.27076], [-1.15002, -1.58732, 3.14449], [-3.06930, 3.94483, -2.71284], [1.88332, -1.28117, -1.53390], [1.90705, -3.43046, 4.95410], [4.00728, 0.24859, -0.02693], [0.02496, -2.92928, 6.07835], [-1.27219, -2.10642, 5.26387], [2.09902, 1.93668, -0.22409], [1.00842, 1.76376, 1.16325], [2.75388, 1.94707, 1.43035], [1.05827, -3.07617, -3.18009], [0.71048, -4.03473, -1.73103], [-0.16215, -2.51693, -2.01425], [1.72738, -3.21898, 1.98536], [2.77365, -4.29158, 2.90118], [4.16600, -2.45768, 3.61650], [3.11552, -1.26120, 2.88925], [4.62348, -3.43882, 1.35728], [5.24852, -1.83871, 1.65248], [4.56544, -1.89461, -0.55591]], "forces_ev_per_a": [[0.382, -1.104, 0.375], [-0.309, 0.171, -0.834], [0.133, -0.432, -0.004], [0.320, 0.270, 0.195], [-0.123, -0.774, 0.381], [0.393, 0.710, 0.092], [-0.580, -0.252, -1.089], [-1.106, 1.443, -0.850], [0.724, -1.295, 2.017], [-0.744, 0.362, 0.461], [-0.643, -0.735, 0.658], [-0.166, -1.359, 0.908], [0.069, -0.030, 0.106], [-0.446, 1.652, -1.915], [0.639, -0.100, -0.471], [-0.605, 0.468, -0.416], [0.014, 0.068, 0.017], [0.187, -0.104, 0.072], [-0.267, -0.328, -0.007], [1.647, -0.253, 0.818], [-0.185, -0.943, 0.156], [0.348, 0.194, -1.796], [0.313, 1.653, -0.540], [-0.098, 0.496, -0.352], [0.578, -0.395, -0.502], [0.432, -0.564, -0.508], [-0.582, -0.285, 2.000], [0.000, -0.149, -0.075], [0.280, -0.071, 0.068], [0.205, 0.443, -0.230], [-0.036, -0.093, -0.301], [-0.279, -0.152, 0.144], [0.060, 0.298, 0.371], [0.012, -0.058, 0.029], [0.264, 0.147, 0.465], [0.128, 0.083, 0.156], [-0.038, 0.118, -0.058], [-0.061, 0.194, -0.073], [-0.218, 0.145, -0.045], [-0.006, -0.140, 0.046], [-0.269, 0.310, -0.124], [-0.161, 0.121, -0.012], [0.079, -0.298, 0.223], [-0.105, -0.021, -0.076], [0.004, -0.019, 0.077], [-0.056, -0.170, 0.023], [-0.274, 0.009, 0.153], [-0.010, -0.008, 0.275], [0.082, 0.160, 0.001], [0.142, -0.083, -0.063], [0.064, 0.128, -0.059], [-0.076, -0.029, 0.048], [0.213, 0.263, 0.054], [0.092, 0.051, 0.009], [-0.122, -0.157, 0.201], [-0.280, 0.011, 0.089], [0.113, 0.093, 0.022], [-0.099, 0.076, 0.026], [-0.066, 0.029, -0.217], [-0.002, 0.055, -0.081], [0.093, 0.181, -0.038]], "mulliken_charge": [-0.58, -0.57, -0.60, -0.66, -0.38, -0.45, -0.21, 0.53, 0.51, 0.61, 0.22, -0.54, 0.04, 0.27, 0.80, -0.49, -0.80, -0.38, -0.37, -0.14, 0.36, -0.13, -0.05, -0.13, -0.13, -0.08, -0.37, -1.68, -0.89, -0.74, -0.37, -0.97, 0.21, 0.36, 0.42, 0.35, 0.65, 0.43, 0.38, 0.42, 0.06, 0.24, 0.18, 0.18, 0.26, 0.27, 0.20, 0.20, 0.40, 0.40, 0.47, 0.34, 0.33, 0.24, 0.28, 0.31, 0.44, 0.15, 0.36, 0.41, 0.42], "gap_ev": 8.50, "relative_energy_ev": 0.000, "total_charge": 1}


{"formula": "C31H22F5N7O3TeTi", "method": "ωB97M-V/def2-TZVPD", "elements": ["Ti", "C", "C", "C", "C", "N", "C", "N", "C", "N", "C", "N", "C", "C", "C", "C", "C", "N", "C", "C", "C", "C", "C", "C", "H", "H", "H", "H", "H", "H", "H", "H", "H", "H", "H", "H", "O", "C", "O", "C", "C", "C", "C", "C", "C", "N", "C", "C", "C", "C", "C", "C", "N", "H", "H", "H", "H", "H", "H", "H", "H", "H", "H", "F", "Te", "F", "F", "F", "F", "O"], "coordinates": [[0.95048, 0.39692, -0.28787], [-4.72743, -0.20221, 0.16796], [-4.60515, 0.98842, -0.52784], [-3.65280, 1.89617, -0.10916], [-2.81355, 1.54565, 0.97922], [-2.95510, 0.38320, 1.68020], [-3.88594, -0.44267, 1.26841], [-1.86483, 2.42334, 1.30994], [-0.79926, 2.08113, 2.05805], [-0.10990, 0.97320, 1.94082], [0.98896, 1.07725, 2.81817], [1.82053, 0.14660, 3.06345], [1.60237, -1.12236, 2.51626], [1.90623, -2.18071, 3.37298], [1.64343, -3.47504, 2.97849], [1.10176, -3.68080, 1.71967], [0.88655, -2.58795, 0.90732], [1.13357, -1.31939, 1.27198], [0.97362, 2.40826, 3.45971], [1.81179, 3.02022, 4.36795], [1.46658, 4.30238, 4.78600], [0.31904, 4.93340, 4.31602], [-0.53046, 4.30500, 3.40945], [-0.17362, 3.03779, 2.99722], [-5.46726, -0.93773, -0.11884], [-5.23694, 1.19961, -1.37959], [-3.48369, 2.83309, -0.61718], [-4.00059, -1.35528, 1.84488], [2.32373, -1.94099, 4.33912], [1.85634, -4.30585, 3.63815], [0.86523, -4.66885, 1.35231], [0.50492, -2.72488, -0.09125], [2.70166, 2.52439, 4.73126], [2.10330, 4.82165, 5.49042], [0.08477, 5.93196, 4.66101], [-1.42233, 4.79050, 3.03766], [-4.32218, -2.16443, -5.47435], [-4.17524, -2.34279, -4.14105], [-5.11444, -2.70138, -3.48479], [-2.82954, -2.05873, -3.56260], [-1.66044, -1.95423, -4.30990], [-0.45134, -1.66918, -3.70012], [-0.38937, -1.47203, -2.32156], [-1.56392, -1.58006, -1.57176], [-2.76070, -1.88172, -2.18413], [0.80911, -1.15096, -1.66041], [1.94019, -1.74838, -2.08366], [3.15545, -1.32884, -1.51450], [4.41572, -1.88827, -1.81034], [5.52761, -1.38827, -1.18679], [5.39342, -0.32903, -0.27561], [4.13405, 0.17764, -0.03969], [3.03739, -0.30531, -0.62839], [-3.53193, -1.75166, -5.84120], [-1.65900, -2.10386, -5.38418], [0.44001, -1.54430, -4.29997], [-1.53762, -1.41442, -0.50119], [-3.66871, -1.98362, -1.60718], [1.91307, -2.51717, -2.84654], [4.48280, -2.69820, -2.52433], [6.50407, -1.80355, -1.39996], [6.24917, 0.09568, 0.22761], [3.96956, 1.00662, 0.63657], [1.53235, 1.53922, -2.09934], [-0.18320, 2.69621, -2.08935], [-2.02284, 3.26834, -2.29187], [0.41456, 3.64458, -3.64507], [1.86739, 1.80228, 0.43195], [-0.68587, 1.41121, -3.34248], [-0.54560, 1.06317, -0.82618]], "forces_ev_per_a": [[0.413, -0.150, 0.358], [-0.079, 0.006, -0.083], [0.074, 0.081, 0.035], [-0.146, -0.157, -0.010], [0.088, 0.031, 0.035], [-0.097, 0.083, -0.151], [0.084, -0.030, 0.153], [0.129, -0.038, 0.097], [-0.195, 0.077, -0.139], [0.033, -0.059, -0.038], [-0.068, -0.007, -0.133], [-0.080, 0.053, -0.059], [0.111, 0.066, 0.183], [-0.039, -0.098, -0.084], [0.031, 0.079, 0.050], [-0.009, -0.005, -0.047], [0.018, -0.057, -0.045], [0.013, -0.028, 0.008], [0.028, 0.044, 0.099], [-0.028, -0.046, -0.050], [0.038, 0.013, 0.032], [-0.042, 0.039, -0.008], [0.057, -0.032, 0.007], [0.029, -0.022, 0.014], [0.013, -0.022, 0.027], [0.007, 0.017, -0.003], [0.024, 0.008, 0.014], [-0.019, -0.015, -0.027], [0.004, 0.000, 0.007], [-0.003, -0.001, 0.000], [0.001, -0.001, 0.005], [-0.018, 0.007, 0.005], [0.003, -0.003, -0.002], [-0.004, 0.004, -0.003], [0.007, -0.004, 0.006], [-0.007, -0.005, -0.007], [0.026, -0.002, 0.054], [-0.010, 0.016, -0.082], [-0.004, -0.007, 0.022], [-0.011, 0.003, 0.020], [0.026, -0.005, -0.029], [0.015, -0.013, 0.027], [-0.095, 0.021, 0.096], [-0.042, -0.028, -0.010], [0.035, 0.002, -0.004], [0.094, -0.160, -0.173], [-0.085, 0.139, -0.086], [0.037, -0.001, -0.022], [-0.028, 0.005, -0.001], [0.012, 0.031, 0.028], [-0.032, -0.034, -0.039], [0.012, 0.043, 0.030], [-0.019, -0.093, -0.075], [0.001, 0.002, -0.022], [-0.024, 0.003, -0.001], [-0.004, 0.004, -0.001], [0.034, -0.003, 0.002], [0.003, -0.006, -0.011], [-0.012, -0.041, 0.044], [0.000, -0.001, 0.001], [0.002, 0.001, 0.001], [0.007, -0.001, -0.001], [0.008, -0.004, 0.002], [-0.018, -0.011, 0.121], [0.120, -0.003, -0.097], [-0.025, -0.077, 0.016], [0.002, -0.014, -0.065], [0.060, 0.101, 0.133], [-0.059, 0.063, -0.135], [-0.390, 0.243, 0.009]], "mulliken_charge": [0.22, -0.45, -0.48, -0.18, 0.27, -0.35, -0.35, -0.46, 0.58, -0.29, 0.16, -0.53, 0.20, -0.69, -0.37, -1.15, -0.23, 0.93, 0.22, -0.42, -0.62, -0.62, -0.27, 0.13, 0.48, 0.48, 0.50, 0.40, 0.54, 0.42, 0.50, 0.28, 0.55, 0.40, 0.42, 0.54, -0.50, 0.63, -0.57, 0.81, -1.33, -0.54, 0.01, 0.52, -1.28, 1.01, -1.00, 0.53, -1.22, -0.22, -1.06, -0.10, 0.51, 0.30, 0.26, 0.60, 0.20, 0.62, 0.58, 0.48, 0.42, 0.42, 0.49, -0.46, 1.39, -0.50, -0.46, -0.50, -0.41, -0.34], "gap_ev": [5.38, 5.86], "multiplicity": 3, "relative_energy_ev": 0.337, "s2": 2.06}


{"formula": "C14H34N4O5S", "method": "ωB97M-V/def2-TZVPD", "elements": ["C", "C", "O", "N", "C", "H", "H", "H", "H", "H", "H", "H", "C", "C", "O", "N", "C", "H", "H", "H", "H", "H", "H", "H", "C", "C", "O", "N", "C", "H", "H", "H", "H", "H", "H", "H", "C", "C", "O", "N", "C", "H", "H", "H", "H", "H", "H", "H", "C", "S", "O", "C", "H", "H", "H", "H", "H", "H"], "coordinates": [[9.14220, 16.49306, 0.73640], [10.27243, 16.55298, 1.73378], [10.37193, 15.65734, 2.59156], [11.18392, 17.50511, 1.64004], [12.30885, 17.79366, 2.45601], [9.00821, 17.53262, 0.43730], [8.23839, 16.03095, 1.13348], [9.35536, 15.89846, -0.15191], [11.16655, 17.86631, 0.69699], [12.79402, 18.72662, 2.16912], [13.01409, 16.96287, 2.47960], [12.05811, 18.06668, 3.48103], [9.90932, 4.40093, 3.05754], [9.13787, 3.83672, 4.19983], [9.64992, 2.97855, 4.94584], [7.79815, 4.03766, 4.22548], [7.02494, 3.52066, 5.34439], [9.27403, 4.92059, 2.34028], [10.35092, 3.57107, 2.50581], [10.53786, 5.19148, 3.46753], [7.34256, 4.54654, 3.48146], [6.02288, 3.24285, 5.01756], [6.96971, 4.12407, 6.25045], [7.46883, 2.60025, 5.72375], [2.02469, 12.30804, 5.45012], [1.93901, 10.89922, 4.76650], [1.38281, 10.82647, 3.70006], [2.64603, 9.88708, 5.22173], [2.75729, 8.54970, 4.58328], [1.03174, 12.55619, 5.82505], [2.34589, 13.03146, 4.70074], [2.81930, 12.28919, 6.19599], [3.24185, 9.89037, 6.03726], [2.43616, 7.88813, 5.38781], [3.76525, 8.14669, 4.48469], [2.15109, 8.45734, 3.68213], [5.91711, 11.67448, 0.99786], [6.48303, 11.12831, -0.29076], [5.80162, 11.22667, -1.35933], [7.59841, 10.44195, -0.27310], [8.34034, 10.02511, -1.44848], [5.08253, 10.98386, 1.11886], [5.59192, 12.71281, 0.93263], [6.49765, 11.52344, 1.90794], [8.06722, 10.47751, 0.62080], [9.25864, 9.46736, -1.26477], [8.62114, 10.96489, -1.92394], [7.72422, 9.40065, -2.09542], [7.99559, 8.90461, 7.43873], [7.56733, 9.55214, 5.71861], [8.14162, 8.50703, 4.72711], [8.74389, 10.95251, 5.70662], [9.02587, 8.54977, 7.46522], [7.37539, 8.01377, 7.53798], [7.74995, 9.59300, 8.24735], [8.40401, 11.52958, 6.56662], [8.84483, 11.64744, 4.87298], [9.71116, 10.50600, 5.93712]], "forces_ev_per_a": [[0.262, 0.851, -0.414], [-0.265, -4.211, 2.261], [-0.316, 1.053, -0.400], [-0.495, 1.912, -2.267], [0.799, 0.110, 1.075], [-0.736, -0.094, -0.359], [0.208, 0.395, 0.411], [0.506, 0.061, 0.016], [0.341, 0.694, 0.259], [0.058, -0.283, -0.772], [0.145, 0.104, 0.051], [-0.525, -0.622, 0.144], [-0.703, 0.857, -0.347], [0.071, -3.142, 0.282], [-0.273, 1.870, -0.467], [-0.267, 0.469, 0.797], [-0.293, -0.939, 0.010], [-0.273, 0.036, 0.034], [0.643, 0.306, 0.405], [0.693, -0.454, -0.270], [0.182, 0.102, 0.386], [-0.040, 0.302, -0.032], [0.014, 0.692, -0.350], [0.242, -0.058, -0.429], [0.453, -1.594, -0.098], [0.498, 2.818, -0.808], [-1.329, -0.252, -1.089], [2.168, -2.572, 0.887], [-0.656, -0.032, 1.303], [0.272, 0.144, 0.196], [-0.311, -0.198, -0.158], [-0.372, 0.176, 0.475], [-0.446, 0.862, 0.054], [-0.841, -0.442, -0.350], [0.413, 0.965, -0.681], [0.187, 0.129, 0.261], [-0.085, -0.838, 0.242], [-3.234, 0.988, -3.363], [1.596, 0.139, 2.360], [2.102, -1.017, 1.733], [-0.247, 0.520, -0.425], [-0.553, 0.488, 0.216], [-0.065, -0.279, -0.241], [0.471, 0.120, -0.190], [0.273, -0.258, -0.243], [-0.214, 0.089, 0.701], [0.045, -0.298, -0.707], [-0.087, 0.334, -0.053], [-0.286, -0.113, -0.996], [1.600, -1.572, -1.282], [-1.084, 1.660, 1.762], [0.034, -0.314, 1.232], [0.090, 0.375, -0.136], [-0.150, 0.084, -0.077], [0.096, 0.168, -0.238], [0.201, 0.222, 0.135], [-0.582, -0.627, -0.377], [0.064, 0.115, -0.067]], "mulliken_charge": [-0.99, 0.70, -0.66, -0.20, -0.84, 0.32, 0.28, 0.26, 0.22, 0.34, 0.29, 0.27, -0.97, 0.69, -0.65, -0.17, -0.90, 0.31, 0.28, 0.27, 0.24, 0.35, 0.25, 0.31, -0.90, 0.69, -0.63, -0.20, -0.92, 0.26, 0.27, 0.28, 0.21, 0.37, 0.27, 0.31, -0.83, 0.66, -0.67, -0.18, -0.80, 0.23, 0.27, 0.23, 0.22, 0.33, 0.28, 0.25, -0.95, 0.51, -0.60, -0.93, 0.35, 0.28, 0.37, 0.32, 0.34, 0.30], "gap_ev": 9.43, "relative_energy_ev": 1.494}